Entry 1:
# C22H22N2O3S

An isolated molecule of C22H22N2O3S (ωB97M-V/def2-TZVPD, OMol25).

Each line ends with the natural charge from an NBO analysis.
Geometry (Å):
C -0.7930 1.0628 2.3515  -0.64
C -2.0836 1.1081 1.5977  0.01
C -2.7589 2.3172 1.4727  -0.21
C -3.9481 2.4132 0.7741  -0.21
C -4.4857 1.2857 0.1782  -0.23
C -3.8233 0.0772 0.2910  -0.20
C -2.6308 -0.0286 0.9962  -0.04
C -1.9775 -1.3793 1.1182  -0.25
N -0.7016 -1.4736 0.4343  -0.61
C 0.4369 -1.8134 1.0730  0.68
O 0.5042 -2.0067 2.2698  -0.62
C 1.6185 -1.9868 0.1622  -0.15
C 1.8338 -3.2097 -0.4585  -0.18
C 2.9551 -3.4051 -1.2460  -0.21
C 3.8743 -2.3814 -1.4047  -0.20
C 3.6739 -1.1606 -0.7836  -0.24
C 2.5410 -0.9541 -0.0059  0.22
N 2.2694 0.2940 0.6084  -0.73
C 2.7770 0.4756 1.9548  -0.42
S 2.2259 1.6282 -0.4087  2.33
O 1.9455 2.7661 0.4145  -0.94
O 3.3564 1.6930 -1.2920  -0.93
C 0.7702 1.2149 -1.3675  -0.35
C -0.4103 1.8845 -1.1134  -0.19
C -1.5519 1.5450 -1.8213  -0.19
C -1.5019 0.5304 -2.7635  -0.20
C -0.3080 -0.1267 -3.0228  -0.24
C 0.8399 0.2235 -2.3291  -0.15
H -0.7117 1.9188 3.0171  0.22
H 0.0461 1.0978 1.6563  0.23
H -0.6965 0.1518 2.9368  0.23
H -2.3433 3.1984 1.9398  0.21
H -4.4558 3.3636 0.6981  0.22
H -5.4156 1.3455 -0.3676  0.21
H -4.2457 -0.8060 -0.1681  0.21
H -1.7721 -1.6173 2.1663  0.25
H -2.6508 -2.1451 0.7148  0.20
H -0.6819 -1.2775 -0.5545  0.41
H 1.1202 -4.0080 -0.3159  0.22
H 3.1140 -4.3572 -1.7293  0.22
H 4.7551 -2.5340 -2.0101  0.22
H 4.3751 -0.3518 -0.9136  0.25
H 3.8615 0.3339 2.0021  0.19
H 2.5330 1.4924 2.2521  0.24
H 2.2871 -0.2374 2.6186  0.23
H -0.4140 2.6691 -0.3747  0.25
H -2.4763 2.0676 -1.6336  0.23
H -2.3938 0.2587 -3.3081  0.22
H -0.2670 -0.9044 -3.7708  0.22
H 1.7849 -0.2524 -2.5353  0.23

Cartesian forces (eV/Å) of the 3 atoms listed first:
0.02 0.00 0.02
-0.12 0.05 0.02
0.04 -0.04 0.00

HOMO: -9.10 eV
SMILES: Cc1ccccc1CNC(=O)c1ccccc1N(C)S(=O)(=O)c1ccccc1
E: -43129.619 eV
strongest force on any atom: 0.018 hartree/bohr
HOMO-LUMO gap: 9.69 eV



Entry 2:
# C22H22N2O4

An isolated molecule of C22H22N2O4 at a distorted geometry (ωB97M-V/def2-TZVPD, OMol25).

Each line ends with the natural charge from an NBO analysis.
Geometry (Å):
C -5.4102 -3.8175 1.0317  -0.61
C -4.2046 -2.8855 1.0340  -0.40
C -4.5790 -1.4212 1.2708  -0.43
C -5.2591 -0.7844 0.0556  -0.07
O -4.4428 -0.7998 -1.0994  -0.51
C -3.4233 0.0873 -1.2216  0.39
C -2.6332 -0.0600 -2.3654  -0.27
C -1.5851 0.8025 -2.6117  -0.19
C -1.2816 1.8155 -1.7178  -0.21
C -2.0514 1.9581 -0.5704  -0.13
C -1.8145 3.0747 0.3865  0.67
O -2.7152 3.7736 0.8078  -0.59
N -0.5214 3.3326 0.7422  -0.61
C 0.6294 2.5556 0.5796  0.12
C 1.8609 3.1933 0.4473  -0.22
C 3.0267 2.4699 0.3001  -0.22
C 2.9829 1.0781 0.2859  0.13
N 4.1202 0.2856 0.1351  -0.59
C 5.4218 0.6712 -0.0139  0.64
O 5.8196 1.8183 -0.0487  -0.60
C 6.3396 -0.4738 -0.1332  0.15
C 7.7019 -0.4830 -0.2901  -0.24
C 8.0834 -1.8403 -0.3483  -0.31
C 6.9327 -2.5587 -0.2234  0.11
O 5.8732 -1.7484 -0.0928  -0.41
C 1.7544 0.4375 0.4428  -0.24
C 0.5921 1.1631 0.5977  -0.17
C -3.1294 1.1127 -0.3307  -0.30
H -5.9596 -3.7331 1.9672  0.20
H -6.0852 -3.5836 0.2128  0.20
H -5.0864 -4.8493 0.9168  0.21
H -3.5155 -3.2004 1.8210  0.20
H -3.6801 -2.9639 0.0796  0.21
H -3.6725 -0.8589 1.5045  0.21
H -5.2554 -1.3420 2.1239  0.21
H -6.1402 -1.3644 -0.2287  0.19
H -5.5829 0.2370 0.2882  0.18
H -2.8759 -0.8548 -3.0530  0.22
H -0.9969 0.6850 -3.5093  0.22
H -0.4656 2.4930 -1.9164  0.22
H -0.3973 4.2111 1.2318  0.41
H 1.9026 4.2726 0.4560  0.21
H 3.9726 2.9735 0.1941  0.26
H 3.9511 -0.7118 0.1449  0.41
H 8.3309 0.3801 -0.3533  0.25
H 9.0739 -2.2282 -0.4664  0.23
H 6.7448 -3.6145 -0.2130  0.21
H 1.7116 -0.6424 0.4547  0.21
H -0.3448 0.6487 0.7389  0.22
H -3.7175 1.2890 0.5561  0.23

Cartesian forces (eV/Å) of the 3 atoms listed first:
0.23 0.08 -0.03
-0.13 0.08 0.12
0.13 -0.06 -0.45

HOMO: -8.02 eV
SMILES: CCCCOc1cccc(C(=O)Nc2ccc(NC(=O)c3ccco3)cc2)c1
E: -34341.644 eV
strongest force on any atom: 0.026 hartree/bohr
HOMO-LUMO gap: 8.46 eV



Entry 3:
# C22H22N4O4

An isolated molecule of C22H22N4O4 (ωB97M-V/def2-TZVPD, OMol25).

Each line ends with the natural charge from an NBO analysis.
Geometry (Å):
C -2.7606 -2.6220 0.7634  -0.61
C -1.8347 -2.2982 -0.4080  -0.14
C -2.4518 -1.1780 -1.2686  0.68
O -2.9260 -1.4157 -2.3579  -0.62
N -2.4428 0.0393 -0.7009  -0.63
C -3.0920 1.1781 -1.3231  -0.28
C -4.3303 1.5605 -0.5812  0.26
C -5.5569 0.9675 -0.5114  -0.30
C -6.3225 1.7471 0.3894  -0.31
C -5.5034 2.7510 0.8016  0.08
O -4.2950 2.6450 0.2242  -0.40
N -0.4844 -2.0114 0.0512  -0.46
C 0.6095 -2.7750 -0.4364  0.81
O 0.5200 -3.6373 -1.2674  -0.60
N 1.7096 -2.3760 0.2415  -0.43
C 3.0549 -2.5707 -0.2501  -0.20
C 3.5125 -1.3593 -1.0772  -0.43
C 3.1053 -0.1004 -0.3817  -0.10
C 2.1487 -0.0601 0.5932  0.15
N 1.9578 1.2224 1.0323  -0.52
C 2.7908 2.0454 0.3261  0.12
C 2.9676 3.4209 0.3973  -0.23
C 3.9037 3.9884 -0.4400  -0.21
C 4.6514 3.2112 -1.3295  -0.23
C 4.4823 1.8477 -1.4074  -0.21
C 3.5410 1.2451 -0.5731  -0.02
C 1.4239 -1.2584 1.1166  0.01
C 1.7681 -1.5568 2.5810  -0.60
C -0.0823 -1.0878 0.9513  0.73
O -0.7604 -0.2571 1.5234  -0.63
H -2.3892 -3.4887 1.3065  0.22
H -2.8272 -1.7799 1.4480  0.22
H -3.7538 -2.8460 0.3839  0.23
H -1.7320 -3.1721 -1.0630  0.27
H -2.0819 0.1591 0.2391  0.43
H -2.4029 2.0272 -1.3387  0.22
H -3.3389 0.8765 -2.3446  0.25
H -5.8696 0.0918 -1.0419  0.23
H -7.3382 1.5810 0.6838  0.23
H -5.6559 3.5721 1.4734  0.20
H 3.0539 -3.4792 -0.8536  0.24
H 3.7120 -2.7095 0.6125  0.20
H 4.5941 -1.3937 -1.2173  0.22
H 3.0454 -1.3965 -2.0665  0.22
H 1.2479 1.5044 1.6874  0.43
H 2.3896 4.0209 1.0841  0.21
H 4.0653 5.0556 -0.4111  0.21
H 5.3746 3.6979 -1.9669  0.21
H 5.0610 1.2528 -2.0978  0.21
H 2.8462 -1.5742 2.7184  0.22
H 1.3545 -2.5203 2.8702  0.22
H 1.3409 -0.7846 3.2155  0.23

Cartesian forces (eV/Å) of the 3 atoms listed first:
0.13 0.02 -0.04
-0.45 -0.20 -0.14
0.43 -0.24 0.25

HOMO: -8.15 eV
SMILES: C[C@@H](C(=O)NCc1ccco1)N1C(=O)N2CCc3c([nH]c4ccccc34)[C@@]2(C)C1=O
E: -37323.824 eV
strongest force on any atom: 0.017 hartree/bohr
HOMO-LUMO gap: 8.68 eV